(1)
The following is a DFT calculation (the ωB97M-V functional and the def2-TZVPD basis) of a molecular structure, CCl6NP.

Last column: Mulliken charge in e.
Cartesian coordinates (Å):
C (0.833752, -0.758984, 0.094157)  0.184
N (-1.358134, 0.818220, -1.188748)  -0.414
P (-0.258464, 0.807339, -0.077933)  0.838
Cl (2.154875, -0.277217, 1.079932)  -0.065
Cl (-0.127304, -2.120503, 0.833195)  -0.055
Cl (1.423889, -1.215525, -1.573733)  -0.085
Cl (-2.825080, -0.616925, -0.295707)  -0.156
Cl (1.018391, 2.173414, -0.659491)  -0.131
Cl (-0.861928, 1.190178, 1.788326)  -0.116

Cartesian forces (eV/Å) of the 6 atoms listed first:
C -0.9349 -0.3964 -0.6950
N -2.7997 -1.7437 0.2275
P -0.3336 -1.5117 0.5969
Cl 0.8577 -0.3022 0.7098
Cl 0.9675 0.9632 -0.5412
Cl -0.5974 0.2978 1.1675

Values from the calculation:
HOMO level: -10.25 eV
Energy relative to the best compared isomer or geometry (same formula, charge and spin): 61.64 kcal per mole
Max |F|: 3.4 eV/A
LUMO: -2.1 eV
HOMO-LUMO gap: 8.16 eV
Total charge: 0

***

(2)
The following is a DFT calculation (the ωB97M-V functional and the def2-TZVPD basis) of a gas-phase ion, C2H5N2O3 (charge -1).

Last column: Mulliken charge in e.
Cartesian coordinates (Å):
C (1.372188, -0.844673, 0.319255)  -1.070
C (0.234368, 0.413820, -0.394172)  0.103
N (-0.850209, 0.681723, 0.394147)  -0.728
N (-1.893216, 0.001752, 0.155770)  1.071
O (-1.873236, -0.985186, -0.637755)  -0.722
O (-2.946039, 0.292609, 0.757037)  -0.747
O (0.854860, 1.652751, -0.717756)  -0.528
H (1.867533, -0.460279, 1.223840)  0.264
H (2.159428, -1.178866, -0.343324)  0.275
H (0.602463, -1.561655, 0.418849)  0.342
H (-0.086247, -0.159941, -1.306864)  0.382
H (0.558112, 2.147949, 0.130971)  0.357

Cartesian forces (eV/Å) of the 6 atoms listed first:
C -1.2709 3.4652 -0.8298
C 2.7893 -2.9632 -1.7700
N 0.3470 1.2663 1.6115
N -1.2317 -1.3676 -0.0593
O -0.1733 -0.0285 -0.0092
O -0.2044 0.1324 0.0318

Values from the calculation:
HOMO level: -4.15 eV
Energy relative to the best compared isomer or geometry (same formula, charge and spin): 147.87 kcal per mole
Max |F|: 4.4 eV/A
LUMO: 4.2 eV
HOMO-LUMO gap: 8.32 eV
Structure (SMILES): C[C@H](O)N=[N+]([O-])[O-]
Total charge: -1

***

(3)
The following is a DFT calculation (the ωB97M-V functional and the def2-TZVPD basis) of a molecular structure, C3H4CaLiO4.

Last column: Mulliken charge in e.
Cartesian coordinates (Å):
O (-1.680287, -0.831448, -1.040505)  -0.965
O (0.003815, -0.713879, 0.869008)  -0.707
C (1.296175, -0.207386, 0.565671)  -0.289
C (1.043548, 0.954170, -0.406058)  -0.498
O (-0.103449, 0.657346, -1.174095)  -0.343
C (-1.105621, 0.129597, -0.361970)  1.070
H (1.773484, 0.161021, 1.475029)  0.265
H (1.925256, -0.966539, 0.100332)  0.254
H (1.910317, 1.076437, -1.056056)  0.316
H (0.873326, 1.875629, 0.154927)  0.304
O (-2.104152, 1.018664, 0.020217)  -0.825
Li (-0.692785, -2.292916, 0.168623)  0.938
Ca (-3.139626, -0.860696, 0.684877)  1.480

Cartesian forces (eV/Å) of the 6 atoms listed first:
O -0.6529 -4.0950 2.0333
O -1.7622 0.0340 -0.5937
C -0.5433 0.3563 -0.0364
C 0.5874 0.5171 0.3529
O 0.3817 -0.4695 1.6999
C -1.5535 3.5290 -3.4773

Values from the calculation:
HOMO level: -13.04 eV
Energy relative to the best compared isomer or geometry (same formula, charge and spin): 18.16 kcal per mole
Max |F|: 5.2 eV/A
LUMO: -5.9 eV
HOMO-LUMO gap: 7.17 eV
Total charge: +1

***

(4)
The following is a DFT calculation (the ωB97M-V functional and the def2-TZVPD basis) of a molecular structure, C13H8BiN3O6S2.

Last column: Mulliken charge in e.
Cartesian coordinates (Å):
Bi (1.085236, 1.653111, 1.346223)  1.569
O (2.579917, -1.587334, 3.561396)  -0.554
C (2.411130, -0.745848, 2.655104)  0.463
O (2.022289, 0.559281, 2.973744)  -0.625
C (2.857817, -0.928964, 1.193365)  0.703
C (3.854291, -1.928943, 0.953403)  -0.674
C (4.189711, -2.288907, -0.372761)  -0.200
C (3.591718, -1.566151, -1.459323)  -0.581
C (2.703329, -0.563701, -1.069666)  -0.254
N (2.410434, -0.168536, 0.194521)  -0.144
H (4.319809, -2.420482, 1.795914)  0.400
H (4.980290, -2.999843, -0.598001)  0.400
H (3.756025, -1.924079, -2.482893)  0.364
H (2.100624, 0.020468, -1.805734)  0.355
O (-2.757443, -2.957957, -0.360679)  -0.622
S (-3.347968, -1.744932, 0.192771)  1.143
O (-4.722828, -1.692115, 0.615737)  -0.616
N (-2.279814, -1.156019, 1.335457)  -0.548
C (-1.746657, -0.003276, 0.989069)  0.361
O (-0.811114, 0.509500, 1.755129)  -0.667
C (-2.270238, 0.566621, -0.278347)  0.685
C (-2.096575, 1.776186, -0.932249)  -0.484
C (-2.735207, 1.968681, -2.187523)  -0.454
C (-3.327040, 0.918857, -2.878650)  -0.680
C (-3.587498, -0.225661, -2.137661)  -0.300
C (-3.099681, -0.360399, -0.857957)  0.034
H (-1.767797, 2.648692, -0.363105)  0.429
H (-2.772938, 2.962784, -2.601786)  0.390
H (-3.801454, 1.159197, -3.833401)  0.340
H (-4.207119, -1.066085, -2.544196)  0.331
O (-0.368589, 3.468907, 2.518420)  -0.553
S (0.814052, 4.351579, 2.698445)  0.516
N (2.023289, 3.765365, 1.985234)  -0.525

Cartesian forces (eV/Å) of the 6 atoms listed first:
Bi -0.8753 -0.3500 0.1275
O -0.5956 2.5228 -3.6681
C 0.6991 0.4961 3.3322
O -0.2709 -1.4860 -1.7721
C 1.8234 -1.6682 0.1550
C -0.7885 0.1064 -1.0305

Values from the calculation:
HOMO level: -9.30 eV
Energy relative to the best compared isomer or geometry (same formula, charge and spin): 29.64 kcal per mole
Max |F|: 4.5 eV/A
LUMO: -1.5 eV
HOMO-LUMO gap: 7.75 eV
Total charge: 0

***

(5)
The following is a DFT calculation (the ωB97M-V functional and the def2-TZVPD basis) of 4 unconnected molecules or ions with the total composition C4H13NO3.

Last column: Mulliken charge in e.
Cartesian coordinates (Å):
C (-1.696457, -1.435057, -0.076948)  -1.078
C (-0.739837, -0.704011, 0.737141)  -0.054
C (0.358463, 0.068961, 0.321835)  0.187
N (1.300898, 0.601303, 1.144522)  -0.346
C (1.042101, 0.795356, 2.401488)  -0.281
H (-2.461988, -0.839804, -0.581541)  0.349
H (-2.233981, -2.120055, 0.588471)  0.368
H (-1.260611, -2.050900, -0.859090)  0.280
H (-0.931261, -0.670936, 1.797741)  0.212
H (0.570679, 0.097068, -0.733712)  0.646
H (0.217408, 0.330371, 2.946974)  0.217
H (1.726828, 1.473887, 2.907997)  0.389
H (0.431448, 3.089271, 0.145359)  0.319
H (1.056351, 3.223703, 1.564070)  0.321
O (0.330842, 3.503612, 1.005443)  -0.614
H (2.034954, -2.270606, -1.691193)  0.321
H (0.749812, -2.779399, -1.015729)  0.321
O (1.082583, -2.387106, -1.832170)  -0.620
H (-0.422180, 0.637199, -3.711711)  0.341
H (-0.257091, 0.806859, -2.182686)  0.294
O (-0.898956, 0.630289, -2.876251)  -0.573

Cartesian forces (eV/Å) of the 6 atoms listed first:
C -0.2562 -1.3053 0.5718
C -0.3418 1.2049 0.0547
C 0.1902 -1.3356 0.1938
N -0.4809 0.6231 -0.2446
C 0.2858 -0.1909 -0.3187
H 0.1362 0.5313 -0.0387

Values from the calculation:
HOMO level (spin up / spin down): -14.92 / -14.92 eV
Energy relative to the best compared isomer or geometry (same formula, charge and spin): 72.35 kcal per mole
2S+1: 2
Max |F|: 1.4 eV/A
LUMO (spin up / spin down): -6.3 / -8.5 eV
HOMO-LUMO gap (spin up / spin down): 8.67 / 6.44 eV
Total charge: +1

***

(6)
The following is a DFT calculation (the ωB97M-V functional and the def2-TZVPD basis) of 2 unconnected molecules or ions with the total composition C4H6OS.

Last column: Mulliken charge in e.
Cartesian coordinates (Å):
C (1.494546, -0.526794, 0.354103)  -0.319
C (-0.651269, -0.186030, 0.181415)  0.453
C (-1.422662, -0.806114, 1.109110)  -0.761
C (-0.897529, 0.709483, -0.968572)  -0.906
O (3.752136, 0.760136, -0.051981)  -0.534
S (2.299514, 0.771841, -0.245904)  0.320
H (1.780906, -1.464163, 0.797826)  0.334
H (-1.194254, -1.504013, 1.866310)  0.348
H (-2.500323, -0.734093, 0.736709)  0.206
H (-1.924632, 1.184925, -1.060395)  0.331
H (-0.519608, 0.356374, -2.014818)  0.249
H (-0.216825, 1.438449, -0.703801)  0.278

Cartesian forces (eV/Å) of the 6 atoms listed first:
C -3.3532 2.5912 -1.3157
C 2.2672 -2.8105 1.8941
C -0.7382 1.7214 -4.1296
C -0.8762 -0.9118 -1.7880
O 0.2444 0.0340 -0.2214
S -0.9737 -1.9396 1.2601

Values from the calculation:
HOMO level: -9.38 eV
Energy relative to the best compared isomer or geometry (same formula, charge and spin): 121.84 kcal per mole
Max |F|: 4.5 eV/A
LUMO: 0.1 eV
HOMO-LUMO gap: 9.44 eV
Total charge: 0